Record 1
The following is a DFT calculation (wB97M-V/def2-TZVPD) of a cluster of 8 separate species, C30H45N3O5 in total in a non-equilibrium geometry.

Properties
Energy above the lowest of the compared OMol25 structures with the same formula, charge and spin in kcal/mol: 2.83
Calculated total energy in eV: -46545.8483
Molecular weight in g/mol: 527.7
E_LUMO in eV: 0.403
SMILES string: c1ccncc1.c1ccncc1.c1ccncc1.CC(C)=O.CC(C)=O.CC(C)=O.CC(C)=O.CC(C)=O
Frontier orbital gap in eV: 9.9

Each line ends with the Löwdin charge.
Element x y z (Å)
N (-3.7330, 15.1080, 5.1915)  0.072
C (-3.2832, 14.9186, 3.9450)  -0.171
C (-1.9356, 14.8963, 3.5988)  -0.073
C (-1.0146, 15.0272, 4.6250)  -0.089
C (-1.4554, 15.2339, 5.9140)  -0.045
C (-2.8282, 15.3072, 6.1517)  -0.127
H (-4.0195, 15.0210, 3.1557)  0.098
H (-1.6329, 14.8779, 2.5605)  0.098
H (0.0389, 14.9654, 4.3901)  0.081
H (-0.7627, 15.3770, 6.7327)  0.089
H (-3.1864, 15.4479, 7.1652)  0.077
N (-4.0076, 12.8380, -2.1939)  0.049
C (-4.9381, 13.6886, -1.7729)  -0.141
C (-4.5841, 14.8008, -0.9808)  -0.081
C (-3.2694, 14.9751, -0.6260)  -0.112
C (-2.3052, 14.1120, -1.1236)  -0.079
C (-2.7168, 13.0541, -1.9146)  -0.144
H (-5.9426, 13.4758, -2.1089)  0.100
H (-5.3346, 15.5016, -0.6384)  0.100
H (-3.0647, 15.7511, 0.1021)  0.103
H (-1.2933, 14.2434, -0.7606)  0.101
H (-2.0108, 12.3174, -2.2711)  0.104
N (-0.8181, 18.6523, 10.5386)  0.067
C (-0.7590, 17.3990, 10.0756)  -0.159
C (0.1476, 16.9405, 9.1451)  -0.084
C (1.1057, 17.7992, 8.6444)  -0.068
C (1.0544, 19.1333, 9.0685)  -0.070
C (0.0807, 19.4848, 9.9928)  -0.161
H (-1.2792, 16.6697, 10.6883)  0.097
H (0.0783, 15.8932, 8.8758)  0.094
H (1.8704, 17.4494, 7.9638)  0.086
H (1.8633, 19.8207, 8.8651)  0.098
H (0.0215, 20.4881, 10.4052)  0.101
C (-2.8499, 13.3857, 10.2376)  -0.009
C (-3.5569, 14.7043, 10.1704)  -0.482
O (-3.1924, 15.5605, 9.3881)  0.013
C (-4.7609, 14.9441, 11.0904)  -0.004
H (-1.7678, 13.4899, 10.2155)  0.085
H (-3.1606, 12.7874, 9.3787)  0.083
H (-3.1621, 12.8608, 11.1407)  0.079
H (-5.5722, 15.3292, 10.4795)  0.075
H (-4.4657, 15.6482, 11.8668)  0.089
H (-4.9887, 13.9736, 11.5238)  0.071
C (-2.1192, 11.7735, 5.3329)  -0.015
C (-1.2925, 11.1995, 6.4330)  -0.513
O (-1.2905, 11.7249, 7.5162)  0.065
C (-0.3097, 10.1097, 6.1069)  -0.012
H (-2.6939, 12.5821, 5.7797)  0.066
H (-2.7114, 11.0287, 4.7987)  0.086
H (-1.4474, 12.1670, 4.5656)  0.087
H (0.1599, 9.8552, 7.0573)  0.084
H (0.4513, 10.5889, 5.4860)  0.085
H (-0.7470, 9.2461, 5.6150)  0.084
C (-5.8974, 14.0142, 7.3016)  -0.021
C (-6.6841, 13.3868, 8.4346)  -0.502
O (-6.0974, 12.5830, 9.1358)  0.048
C (-8.1396, 13.6483, 8.5670)  -0.018
H (-5.2094, 14.7439, 7.7404)  0.063
H (-6.5311, 14.5086, 6.5679)  0.077
H (-5.2550, 13.2742, 6.8297)  0.080
H (-8.6619, 12.8893, 9.1399)  0.086
H (-8.5482, 13.8171, 7.5712)  0.081
H (-8.2548, 14.5926, 9.1141)  0.094
C (3.3793, 16.1248, 5.3621)  -0.021
C (3.4685, 14.8049, 6.0539)  -0.498
O (4.4102, 14.5142, 6.7596)  0.069
C (2.4064, 13.7638, 5.7807)  -0.012
H (2.8061, 16.0829, 4.4312)  0.074
H (4.3807, 16.3233, 4.9614)  0.092
H (3.0609, 17.0033, 5.9173)  0.071
H (1.7636, 13.7775, 6.6699)  0.093
H (2.8392, 12.7734, 5.6887)  0.088
H (1.7744, 14.0764, 4.9554)  0.043
C (-4.3674, 12.3606, 1.8765)  -0.023
C (-4.1597, 10.8716, 1.7419)  -0.496
O (-3.0660, 10.3762, 1.6250)  0.071
C (-5.3926, 10.0477, 2.0333)  -0.034
H (-5.3724, 12.6034, 1.5342)  0.083
H (-3.5888, 12.8704, 1.3080)  0.069
H (-4.2800, 12.6489, 2.9249)  0.068
H (-5.7193, 10.0441, 3.0776)  0.087
H (-5.1634, 8.9932, 1.8357)  0.082
H (-6.3239, 10.2172, 1.4887)  0.079

---

Record 2
The following is a DFT calculation (wB97M-V/def2-TZVPD) of a cluster of 4 separate species, C30H45NO10S3 in total.

Properties
Calculated total energy in eV: -86308.0675
Molecular weight in g/mol: 675.9
E_LUMO in eV: -0.761
SMILES string: CCCCNC1=C(OCC)C(=O)C(c2ccccc2)=C(O)C1=O.O=S1(=O)CCCC1.O=S1(=O)CCCC1.O=S1(=O)CCCC1
Frontier orbital gap in eV: 7.6

Each line ends with the Löwdin charge.
Element x y z (Å)
C (-1.7608, -0.6115, -3.4367)  -0.108
C (-0.6408, 0.2498, -4.0460)  -0.246
C (-1.0676, 1.6680, -4.4667)  -0.200
C (-0.7919, 2.7043, -3.3882)  -0.198
N (-1.3750, 2.2695, -2.1009)  0.057
C (-1.3463, 3.2575, -1.1058)  -0.130
C (-0.2277, 3.6453, -0.4695)  -0.160
O (0.9787, 3.1541, -0.8113)  -0.030
C (1.7787, 2.4949, 0.2080)  -0.193
C (2.3616, 1.2226, -0.4006)  -0.064
C (-0.3615, 4.6647, 0.6211)  -0.248
O (0.2953, 4.6074, 1.6341)  0.132
C (-1.4091, 5.7431, 0.4269)  -0.006
C (-1.1204, 7.1061, 0.9177)  -0.135
C (-2.1211, 8.0700, 1.0969)  -0.018
C (-1.8133, 9.3490, 1.5226)  -0.077
C (-0.4996, 9.7041, 1.7936)  -0.082
C (0.5031, 8.7577, 1.6312)  -0.072
C (0.1987, 7.4791, 1.1967)  -0.021
C (-2.5145, 5.3206, -0.2032)  -0.181
O (-3.5988, 6.0852, -0.5296)  0.066
C (-2.6078, 3.8971, -0.6726)  -0.247
O (-3.6692, 3.3096, -0.6782)  0.119
H (-1.9310, -1.5219, -4.0065)  0.063
H (-2.6999, -0.0567, -3.3916)  0.058
H (-1.5288, -0.8765, -2.4056)  0.065
H (-0.2432, -0.2613, -4.9237)  0.096
H (0.1885, 0.3354, -3.3424)  0.098
H (-0.5325, 1.9664, -5.3667)  0.107
H (-2.1432, 1.6688, -4.6671)  0.106
H (-1.2020, 3.6779, -3.6826)  0.121
H (0.2827, 2.8271, -3.2546)  0.115
H (-2.3493, 2.0316, -2.2653)  0.113
H (2.5639, 3.1848, 0.5150)  0.118
H (1.1425, 2.2698, 1.0589)  0.119
H (3.3249, 1.0099, 0.0509)  0.069
H (2.4544, 1.3766, -1.4739)  0.081
H (1.6760, 0.4012, -0.2137)  0.068
H (-3.1532, 7.8319, 0.9033)  0.101
H (-2.6076, 10.0734, 1.6395)  0.104
H (-0.2414, 10.6997, 2.1279)  0.102
H (1.5334, 9.0068, 1.8483)  0.105
H (1.0093, 6.7769, 1.0758)  0.110
H (-4.2956, 5.9917, 0.1299)  0.122
C (4.8345, -4.4346, 0.1764)  -0.220
C (3.7951, -4.9400, -0.8355)  -0.212
C (2.8156, -3.7883, -1.0910)  -0.207
S (3.7390, -2.2704, -0.8098)  0.662
O (3.1831, -1.6050, 0.3424)  -0.331
O (3.9272, -1.5612, -2.0499)  -0.324
C (5.2697, -3.0576, -0.3134)  -0.229
H (5.6842, -5.1121, 0.2552)  0.114
H (4.3802, -4.3456, 1.1663)  0.118
H (4.2977, -5.2136, -1.7651)  0.125
H (3.2773, -5.8266, -0.4835)  0.073
H (2.4350, -3.7716, -2.1088)  0.104
H (1.9864, -3.7924, -0.3862)  0.106
H (5.7484, -2.4411, 0.4437)  0.107
H (5.9014, -3.1266, -1.1985)  0.108
C (3.0706, -9.9952, 1.5551)  -0.218
C (3.0576, -11.1186, 0.5086)  -0.211
C (2.8692, -10.4631, -0.8654)  -0.215
S (3.5763, -8.8144, -0.7295)  0.660
O (2.5132, -7.8509, -0.8802)  -0.329
O (4.7705, -8.7133, -1.5270)  -0.320
C (4.0076, -8.9245, 1.0056)  -0.229
H (3.4046, -10.3512, 2.5281)  0.116
H (2.0665, -9.5835, 1.6745)  0.120
H (4.0087, -11.6532, 0.5354)  0.117
H (2.2689, -11.8428, 0.7042)  0.114
H (3.3858, -10.9883, -1.6643)  0.103
H (1.8189, -10.3393, -1.1208)  0.105
H (3.8826, -7.9446, 1.4612)  0.105
H (5.0506, -9.2347, 1.0596)  0.109
C (-4.2095, 1.8413, 2.6131)  -0.216
C (-5.4015, 2.2199, 1.7243)  -0.225
C (-6.6778, 1.8316, 2.4814)  -0.216
S (-6.2700, 1.9341, 4.2316)  0.660
O (-6.3487, 0.6139, 4.8046)  -0.324
O (-6.9751, 3.0341, 4.8389)  -0.329
C (-4.5447, 2.3605, 4.0073)  -0.229
H (-3.2783, 2.2689, 2.2434)  0.108
H (-4.0929, 0.7559, 2.6394)  0.122
H (-5.3903, 3.2949, 1.5397)  0.106
H (-5.3518, 1.7293, 0.7552)  0.108
H (-7.5107, 2.5022, 2.2871)  0.101
H (-6.9772, 0.8046, 2.2825)  0.103
H (-3.9664, 1.9052, 4.8075)  0.107
H (-4.4704, 3.4463, 4.0612)  0.107

---

Record 3
The following is a DFT calculation (wB97M-V/def2-TZVPD) of a structure of composition C30H45NO3P2SYb in a non-equilibrium geometry.

Properties
Calculated total energy in eV: -100403.8296
Molecular weight in g/mol: 734.7
E_LUMO (spin up / spin down) in eV: -3.329 / -4.550
Multiplicity: 2
Frontier orbital gap (spin up / spin down) in eV: 4.1 / 2.8
Charge: +1

Each line ends with the Löwdin spin population.
Element x y z (Å)
Yb (-1.8794, 2.3771, -0.3942)  0.023
C (1.6087, 1.9852, 1.1716)  0.306
C (1.3803, 3.0130, 0.2260)  0.103
C (-0.1028, 3.2874, 1.9615)  0.188
C (0.7141, 2.1691, 2.2579)  0.020
C (0.2959, 3.8001, 0.7000)  0.158
C (2.6931, 0.9830, 1.1609)  0.056
H (3.3059, 1.0535, 0.2546)  0.000
H (2.2916, -0.0408, 1.2074)  0.018
H (3.3637, 1.0900, 2.0298)  0.018
C (0.7593, 1.4382, 3.5412)  -0.007
H (1.7624, 1.0265, 3.7137)  0.000
H (0.0529, 0.5971, 3.5728)  -0.002
H (0.4985, 2.0998, 4.3782)  -0.001
C (-1.0960, 3.8922, 2.8717)  0.032
H (-0.7011, 3.9363, 3.8980)  0.006
H (-2.0362, 3.3204, 2.9050)  0.012
H (-1.3390, 4.9168, 2.5707)  0.001
C (-0.2719, 5.0074, 0.0508)  0.023
H (-0.3094, 5.8557, 0.7558)  0.006
H (-1.3109, 4.8848, -0.3298)  0.009
H (0.3495, 5.3329, -0.7923)  0.000
C (2.1839, 3.2940, -0.9856)  0.008
H (2.0575, 4.3405, -1.2963)  0.000
H (1.9041, 2.6512, -1.8417)  0.003
H (3.2627, 3.1566, -0.7937)  0.001
C (2.6384, -3.4232, 0.1565)  0.000
C (3.6614, -2.7581, -0.4041)  0.000
C (3.7021, -1.9881, -1.6865)  0.000
C (2.7382, -2.4181, -2.8402)  0.000
C (1.4868, -1.4685, -2.7680)  0.001
C (1.2607, -1.1925, -1.3561)  -0.002
C (0.5575, -2.0204, -0.4080)  0.000
C (1.2013, -3.4492, -0.2980)  0.000
H (4.7188, -2.0220, -2.1057)  0.000
H (2.4539, -3.4839, -2.7822)  0.000
H (3.5648, -0.9132, -1.4634)  0.000
H (1.1350, -3.9200, -1.2909)  0.000
H (2.8368, -4.0201, 1.0575)  0.000
H (4.6322, -2.7266, 0.1106)  0.000
H (0.5851, -4.0237, 0.4068)  0.000
H (0.5851, -1.4949, 0.5623)  0.000
H (1.4028, -0.1358, -1.0487)  0.000
H (-0.5466, -2.0908, -0.5522)  0.000
H (3.2412, -2.2701, -3.8121)  0.000
H (1.7702, -0.5036, -3.2497)  0.000
P (-0.1262, -1.7802, -3.5964)  0.001
C (-0.3654, -3.5727, -3.6966)  0.000
C (0.0247, -1.2308, -5.3100)  0.000
P (-1.3237, 0.3493, -1.7583)  0.008
C (-1.5794, -1.1823, -2.7682)  0.003
C (-0.7594, 1.5406, -3.0428)  0.001
C (-3.1123, 0.7841, -1.6647)  0.001
H (-0.8504, -3.9576, -2.7881)  0.000
H (0.5628, -4.1397, -3.8563)  0.000
H (-1.0338, -3.7817, -4.5456)  0.000
H (-0.4839, -1.9517, -5.9631)  0.000
H (1.0769, -1.1729, -5.6134)  0.000
H (-0.4326, -0.2470, -5.4587)  0.000
H (-3.6027, 0.0307, -2.2804)  0.000
H (-3.3544, 1.7766, -2.0909)  0.000
H (-3.4738, 0.6575, -0.6234)  0.000
H (-1.9938, -1.9656, -2.1035)  0.000
H (-2.3366, -0.9760, -3.5553)  0.000
H (-0.6766, 2.6043, -2.6953)  0.000
H (-1.4526, 1.4695, -3.8986)  0.000
H (0.2582, 1.2454, -3.3763)  0.000
O (-0.9620, -3.1769, 2.1843)  0.000
S (-2.2090, -2.4473, 2.1899)  0.000
O (-3.4316, -3.1761, 1.9834)  0.000
N (-2.1015, -1.1037, 1.2201)  0.001
C (-2.3128, 0.0325, 1.8858)  0.000
O (-2.3816, 1.1815, 1.2929)  0.002
C (-2.4330, -0.1473, 3.3483)  0.000
C (-2.5607, 0.7916, 4.3794)  0.000
C (-2.5445, 0.3480, 5.7015)  0.000
C (-2.4214, -1.0172, 5.9986)  0.000
C (-2.3415, -1.9687, 4.9696)  0.000
C (-2.3346, -1.4967, 3.6620)  0.000
H (-2.6834, 1.8392, 4.1144)  0.000
H (-2.6329, 1.0698, 6.5094)  0.000
H (-2.3918, -1.3369, 7.0392)  0.000
H (-2.2854, -3.0370, 5.1848)  0.000